ORCA calculation (ωB97M-V with the def2-TZVPD basis set) on a cluster of 22 separate species, C66H176O22 in total at a distorted geometry.

Structure (XYZ):
```
264
Properties=species:S:1:pos:R:3:forces:R:3
C 4.05709 1.93411 -3.82738 0.5513 0.5358 0.4826
C 3.78592 1.73135 -2.33067 -0.3487 -0.2530 -0.9640
C 3.60542 2.97942 -1.50911 -0.9743 0.1136 -0.0239
O 2.59539 0.92477 -2.23430 0.2806 1.1512 0.5470
H 3.26952 2.49515 -4.33045 -0.4097 -0.4643 0.0666
H 4.27200 0.95771 -4.26160 -0.3337 0.1377 -0.2909
H 4.93270 2.55872 -4.00422 0.3714 -0.0462 0.2189
H 4.61258 1.17388 -1.89025 0.2519 -0.2348 -0.0480
H 4.23913 3.80429 -1.83484 0.4136 -0.2325 0.3968
H 3.65596 2.71138 -0.45380 0.4941 0.3430 0.1144
H 2.59176 3.36618 -1.61401 -0.1820 -0.0577 -0.3213
H 2.77623 0.09370 -2.67951 -0.2128 -0.7954 -0.1287
C 7.26495 0.94059 0.28019 -1.0757 -0.7574 -0.7580
C 7.89577 2.28973 0.16509 -0.7852 -0.2880 1.9470
C 7.18573 3.39332 0.98854 -0.9013 -0.1152 -1.7312
O 9.15301 2.16011 0.74946 2.1043 0.3260 -0.2505
H 6.48452 0.89912 -0.47961 -0.5228 -0.3216 0.1962
H 6.85273 0.69562 1.25905 0.0129 0.1270 0.0549
H 7.97689 0.16251 0.00480 0.1432 0.0680 0.0313
H 7.97117 2.45601 -0.90951 0.4034 0.7703 0.1427
H 6.11485 3.40880 0.78589 -0.1929 0.1103 -0.3252
H 7.59815 4.33958 0.63837 0.0051 0.1663 0.5754
H 7.19963 3.26162 2.07047 0.6707 -0.1355 -0.0398
H 8.99918 1.94917 1.67327 0.1325 -0.0024 0.1106
C -4.23003 -3.72905 2.66865 -0.2522 -0.6449 0.6848
C -3.73860 -4.84256 3.64174 -1.7584 -0.2870 -2.0861
C -4.01036 -6.24198 3.04877 -1.7214 0.6522 0.6347
O -2.37958 -4.72726 3.74583 2.3920 0.3957 0.9430
H -5.28912 -3.53846 2.84214 -0.0208 0.0864 0.0437
H -4.15021 -4.04251 1.62775 0.2904 -0.0114 -0.0039
H -3.67522 -2.80327 2.82103 0.0094 -0.0246 0.0155
H -4.18670 -4.71886 4.62764 -0.3182 -0.0268 0.0249
H -3.76582 -7.05098 3.73712 0.6026 -0.0028 -0.1759
H -3.61817 -6.34437 2.03694 0.3823 -0.0734 0.2553
H -5.09405 -6.32830 2.96971 -0.2634 -0.0865 -0.2493
H -2.14279 -5.24987 4.51550 0.5705 -0.1148 -0.0016
C -2.12515 -6.10324 -6.46271 -0.8991 0.3710 -0.5751
C -1.34097 -5.38200 -5.36262 -1.0159 0.7085 0.6356
C -1.97480 -4.00964 -5.01064 0.3503 -0.0050 -1.8975
O -1.23547 -6.15616 -4.19934 1.2376 -0.5774 0.0058
H -2.36346 -5.50534 -7.34238 0.8315 0.5411 -0.1948
H -3.16818 -6.27114 -6.19438 0.0133 -0.5462 0.8216
H -1.69041 -7.02480 -6.84977 0.1613 -0.0214 0.4420
H -0.34099 -5.15896 -5.73463 0.2199 -0.2330 0.1787
H -1.39242 -3.33008 -4.38844 0.0985 -0.5301 0.3545
H -3.02545 -4.01345 -4.72042 0.0526 -0.3524 0.2065
H -1.92609 -3.56377 -6.00407 -0.4062 0.7367 -0.0846
H -2.10990 -6.38121 -3.87329 -0.4626 -0.0822 -0.0193
C 2.76182 5.52171 -4.45337 0.2944 -1.1291 1.3843
C 2.66623 6.82439 -5.13422 -0.8077 0.0545 -0.7474
C 3.88451 7.18171 -5.90106 0.9426 -0.1133 -0.9184
O 1.51605 6.63519 -6.00171 0.2873 0.4437 0.4013
H 3.63972 5.43690 -3.81290 0.2489 0.1438 -0.0669
H 2.79890 4.69000 -5.15692 -0.0727 0.1131 -0.1590
H 1.92170 5.37289 -3.77501 -0.2277 -0.0868 -0.1548
H 2.54973 7.63941 -4.41989 -0.6859 0.0242 0.2242
H 3.72943 8.11077 -6.44960 0.2101 0.1489 0.1097
H 4.16995 6.42637 -6.63324 -0.2708 -0.1833 -0.1209
H 4.74742 7.24855 -5.23847 -0.0284 0.3879 0.1176
H 1.21071 7.47712 -6.34744 0.0828 0.1590 -0.0302
C -2.36917 -5.50602 -1.31805 0.0822 -0.7181 -0.5971
C -3.70223 -6.16346 -1.68698 -0.7615 0.4669 1.7469
C -4.88758 -5.20912 -1.44283 0.2299 -0.0546 -1.1648
O -3.68661 -6.67813 -3.04062 0.2327 0.6511 0.8675
H -2.15513 -4.64346 -1.94915 0.0700 -0.0498 -0.1068
H -1.59985 -6.26818 -1.44196 0.2799 0.2061 -0.3113
H -2.27441 -5.20212 -0.27557 -0.6207 0.0360 0.0683
H -3.87875 -6.96153 -0.96586 0.3354 -0.6418 -0.2212
H -4.67785 -4.36948 -2.10548 -0.6019 0.2979 -0.0192
H -5.07962 -4.82733 -0.44010 0.6950 -0.1862 0.1840
H -5.81958 -5.70858 -1.70740 -0.0661 0.1102 -0.3724
H -4.40327 -7.30621 -3.15687 -0.0804 0.0045 0.0779
C 5.66862 0.69573 6.65275 -0.8371 -1.3085 -0.9737
C 4.47294 -0.14112 7.19587 1.0779 -0.2332 0.2781
C 3.88499 -1.18537 6.22042 1.1755 1.3392 0.2015
O 5.01408 -0.89295 8.28210 -0.0818 0.1406 0.6979
H 6.22800 1.32076 7.34884 -0.5596 -0.0404 0.1781
H 5.35095 1.23799 5.76216 -0.0122 0.4449 0.1415
H 6.35726 -0.05310 6.26146 0.3267 -0.0475 0.0822
H 3.69149 0.50643 7.59349 -0.1734 0.2135 -0.1864
H 3.12077 -1.76157 6.74200 -0.3716 0.2868 -0.4303
H 4.67824 -1.88367 5.95353 0.0670 0.0291 -0.0572
H 3.62321 -0.60459 5.33596 -0.7903 -0.5659 -0.2505
H 4.28360 -1.01519 8.89287 0.1583 -0.2613 0.2571
C -0.83012 -1.39678 4.64982 0.6453 0.1334 -0.3158
C 0.19227 -2.35813 4.02999 -2.0308 -0.0628 0.8337
C 0.51404 -3.45950 5.01833 0.3413 -0.3819 -0.2442
O -0.52983 -2.92297 2.93134 1.0917 0.4322 -1.0023
H -1.76651 -1.91211 4.86356 0.1201 -0.3975 0.1592
H -1.10817 -0.67527 3.88156 0.2764 0.5101 0.3520
H -0.44107 -0.98927 5.58292 -0.1094 0.4702 -0.1119
H 1.08750 -1.86025 3.65748 -0.0679 0.0098 -0.1184
H 0.75861 -4.33039 4.41020 0.5260 -0.1797 0.2813
H -0.35595 -3.73632 5.61380 -0.1799 0.1838 0.0287
H 1.31664 -3.19992 5.70866 0.0870 -0.1035 -0.1362
H -1.14624 -3.56440 3.29216 -0.5573 -0.3532 0.0578
C 1.92322 -5.71578 -0.26644 -0.1148 0.9199 0.2887
C 0.88970 -5.02635 0.61616 -0.2189 1.0669 -0.6871
C -0.00112 -5.96131 1.32135 -0.9143 -0.8246 0.4715
O 1.46159 -4.10313 1.53024 1.0278 -0.3574 -0.5869
H 1.43767 -6.47554 -0.87890 0.1713 -0.3553 0.3795
H 2.73068 -6.05313 0.38340 0.0773 -0.5011 -0.3231
H 2.31735 -5.01024 -0.99785 0.2678 0.1484 0.2163
H 0.22999 -4.43462 -0.01844 -0.0753 0.1203 -0.5589
H 0.46679 -6.43318 2.18534 0.3373 -0.5598 -0.3626
H -0.34296 -6.61669 0.52027 -0.1768 -0.7204 0.5854
H -0.88314 -5.49482 1.76013 -0.0702 0.3609 -0.2214
H 0.71635 -3.60845 1.87883 -0.4672 0.4327 0.6692
C -0.42442 4.97355 3.25746 0.5019 -0.2906 0.0765
C -1.82437 4.80479 2.68255 -0.8152 0.4400 0.5801
C -2.88161 5.44902 3.59546 0.1327 -0.0095 0.5906
O -2.00545 5.39896 1.41220 0.1012 0.4323 0.3374
H -0.31986 4.53958 4.25186 -0.4363 0.0304 0.2776
H -0.09590 6.01007 3.33381 -0.1622 0.1094 -0.1884
H 0.31418 4.40475 2.69264 0.0241 0.1351 -0.4223
H -1.99803 3.73255 2.59171 -0.2219 -0.2743 0.0667
H -3.85214 5.61869 3.12922 0.2064 -0.1280 -0.3832
H -2.52199 6.40765 3.96935 0.0772 0.2362 -0.2501
H -3.09661 4.88373 4.50227 0.2206 -0.3840 -0.0552
H -1.64730 4.79370 0.75875 0.3084 -0.3616 -0.5984
C 1.23525 -0.61414 0.29186 -0.5158 -0.4539 0.2437
C 0.11386 0.33741 -0.12474 -0.5548 -0.2924 2.3627
C -0.85761 0.59333 1.06311 0.0786 -0.0740 0.0127
O 0.69494 1.59369 -0.34470 -0.2721 0.7699 -0.3961
H 1.73617 -0.28271 1.20143 0.0358 0.5663 -0.0881
H 1.97895 -0.71906 -0.49807 -0.1202 -0.1401 0.0591
H 0.84168 -1.57822 0.61396 -0.1037 -0.3233 -0.4832
H -0.45556 -0.04556 -0.97161 0.2054 0.0975 -0.2482
H -1.42374 -0.27627 1.39686 0.3067 -0.2965 -0.0571
H -1.61064 1.36883 0.92294 -0.0395 0.1325 -0.7465
H -0.27847 0.99689 1.89368 0.2758 -0.2775 0.2103
H 1.30533 1.46861 -1.07504 0.6958 0.0796 -0.5823
C -6.91351 -0.51832 1.22064 1.0935 0.3699 0.8715
C -7.83146 -0.47725 0.05782 -1.0236 -0.4649 -0.7298
C -8.07767 0.90697 -0.51281 -0.4706 -0.3305 0.4718
O -7.40521 -1.33606 -1.01451 -0.7446 -0.0474 1.0088
H -6.70316 -1.52522 1.58119 0.0520 -0.1467 -0.3080
H -7.26460 0.02435 2.09833 -0.3998 0.1756 -0.0559
H -5.98238 -0.01833 0.95399 0.3999 -0.1608 -0.0391
H -8.79565 -0.85149 0.40189 -0.1618 -0.3172 -0.1836
H -7.15459 1.23518 -0.99062 -0.2335 0.4120 -0.1926
H -8.43451 1.59747 0.25137 0.4291 0.2041 0.1791
H -8.93581 0.81114 -1.17803 0.4125 0.1431 -0.5607
H -6.58702 -0.95648 -1.34326 0.5750 0.0588 -0.4080
C -4.50656 4.45630 -2.54970 0.1555 1.0812 0.3866
C -3.92629 3.10366 -2.18391 -1.4331 0.7359 -0.0976
C -4.07996 2.77887 -0.73368 1.1322 0.6992 0.8110
O -4.79183 2.16741 -2.80624 0.0792 -0.9619 -0.6876
H -4.62970 4.55326 -3.62837 0.4016 0.1143 -0.1438
H -3.91022 5.27334 -2.14358 0.3819 0.0649 -0.3255
H -5.49437 4.68915 -2.15206 -0.1949 -0.7126 0.2730
H -2.90375 3.05344 -2.55806 0.1813 -0.3294 0.1174
H -3.40409 3.41054 -0.15724 -0.1080 0.2753 0.0964
H -3.72849 1.77433 -0.49817 -0.4901 -0.2248 -0.0769
H -5.10265 2.99311 -0.42333 -0.0013 -0.3864 0.0852
H -4.78521 2.32753 -3.75277 -0.1225 -0.1241 -0.1925
C 7.42709 0.07918 -3.84049 0.1696 0.6497 0.5771
C 6.75440 -1.29551 -3.89029 1.7224 0.8137 -0.3922
C 6.57368 -1.90342 -2.50568 -0.5922 0.3905 -0.4170
O 5.54768 -1.11130 -4.61744 -0.9548 -0.7978 0.5442
H 6.80942 0.83647 -3.35769 -0.4136 -0.2520 0.4063
H 7.59485 0.55225 -4.80805 0.1807 -0.5191 -0.3879
H 8.36904 0.10014 -3.29242 0.1260 -0.2830 -0.0939
H 7.41995 -1.94806 -4.45538 -0.0170 -0.2374 -0.2246
H 6.13158 -2.89926 -2.53630 -0.3730 0.1422 -0.1037
H 5.96304 -1.19321 -1.94816 -0.1809 -0.3190 0.4062
H 7.51888 -2.04701 -1.98216 0.1526 0.3509 -0.2349
H 5.72978 -0.68825 -5.45975 0.1474 -0.0012 -0.0179
C -6.49269 3.29589 2.48430 -0.6178 0.8173 -1.0118
C -7.47783 3.20026 3.65334 0.0978 -0.8598 -0.5653
C -8.91289 2.82390 3.21087 0.7329 0.6150 0.3587
O -6.98057 2.16361 4.45657 -0.7407 -0.8710 0.8431
H -5.43992 3.48599 2.69319 -0.1825 0.3907 0.6871
H -6.85357 4.06875 1.80566 0.2062 0.2492 -0.2268
H -6.43922 2.38926 1.88159 -0.5213 -0.3382 0.2036
H -7.53441 4.10088 4.26471 0.1194 0.4553 -0.2354
H -9.38862 3.68198 2.73602 0.1527 -0.0999 -0.5120
H -9.55539 2.64151 4.07227 0.2710 -0.3552 0.1557
H -8.86362 1.94862 2.56315 -0.2498 0.0762 -0.0292
H -6.11438 2.44773 4.75754 0.4468 -0.0824 0.1751
C 4.18264 1.08550 2.63554 -0.3052 1.4337 -0.5918
C 3.39804 2.39302 3.00749 -1.7058 -2.4141 1.3114
C 2.41053 2.09745 4.16496 0.6667 -0.3822 0.7975
O 4.24155 3.41581 3.42538 0.9697 0.3585 -0.3218
H 4.75968 0.56144 3.39744 -0.1050 0.5422 0.4742
H 4.87186 1.40754 1.85494 0.1109 -0.3802 -0.1652
H 3.49380 0.34605 2.22711 -0.0729 0.1475 -0.1321
H 2.73190 2.66794 2.18971 0.4873 0.2016 -0.6950
H 1.65901 1.31806 4.03893 -0.2000 0.1548 -0.7138
H 1.94750 3.00467 4.55310 -0.2129 0.1006 -0.2496
H 2.99153 1.70180 4.99802 0.2888 0.1337 0.2155
H 3.72582 4.22126 3.50826 -0.0215 0.0974 0.0370
C -2.67363 -0.25650 -2.50252 0.5155 -0.0639 0.3560
C -3.81885 -1.14281 -2.03103 0.4038 -0.4402 0.7694
C -3.68424 -1.65653 -0.57376 0.7598 -0.1355 -0.7505
O -5.02326 -0.44872 -2.07062 -0.8231 0.3723 -0.3467
H -1.71629 -0.77673 -2.47127 -0.0105 -0.3095 -0.0028
H -2.54468 0.61144 -1.85587 -0.1048 0.1443 0.0654
H -2.78374 0.09964 -3.52680 -0.3221 -0.0904 -0.0065
H -3.87776 -1.94790 -2.76348 -0.1157 -0.4863 0.2102
H -4.58566 -2.12629 -0.18027 -0.1419 -0.0524 -0.4439
H -3.46872 -0.82667 0.09929 0.1578 0.1662 -0.0508
H -2.86610 -2.37564 -0.53335 0.1585 -0.0969 0.2901
H -4.80661 0.48142 -2.16801 -0.3966 0.7233 -0.3256
C -0.23169 1.52332 -4.41000 -1.2360 0.2112 0.2383
C 0.43625 0.64705 -5.43999 0.5423 -0.0529 0.8828
C -0.14995 -0.73348 -5.65958 0.2617 0.3497 0.0626
O 0.48526 1.29249 -6.69569 -0.2191 0.2609 -0.3604
H -0.37555 1.07041 -3.42904 0.5388 -0.1928 0.0447
H -1.25259 1.77694 -4.69561 -0.2094 0.0654 -0.3787
H 0.28871 2.47250 -4.28206 0.2503 -0.0050 0.0611
H 1.45916 0.57637 -5.07016 0.3559 -0.5230 -0.0196
H -1.13566 -0.63654 -6.11463 -0.0089 -0.1481 -0.0600
H -0.21974 -1.31743 -4.74184 -0.0065 0.1779 0.0301
H 0.54042 -1.24775 -6.32819 -0.2796 -0.1997 -0.1691
H 0.48195 2.23308 -6.50364 0.0676 0.1997 -0.2862
C -3.85780 1.12526 3.53571 0.1776 -0.3713 0.0667
C -3.73206 1.46359 5.04278 3.0233 -0.1410 -1.7930
C -2.20763 1.77499 5.41380 -0.5795 -0.9778 0.5549
O -4.39634 2.63530 5.19072 -1.9105 2.5588 0.5746
H -3.63469 1.98091 2.89838 0.3112 0.3278 0.3658
H -4.85905 0.84302 3.21023 -0.1212 -0.2626 0.4558
H -3.15205 0.34811 3.24235 -0.0573 -0.1910 0.1079
H -4.18647 0.69837 5.67210 0.3955 -0.3644 0.0831
H -2.08227 2.43226 6.27426 -0.7391 -0.3854 0.8235
H -1.56285 2.38124 4.77754 -0.5451 -0.4909 -1.2738
H -1.73521 0.81729 5.63228 0.3374 0.2573 0.0075
H -4.27847 2.95783 6.08721 -0.0457 0.1334 0.1342
C -0.73917 5.85608 -1.78744 0.7624 0.3576 -0.5423
C 0.05473 4.73103 -1.18352 -0.5045 -1.7265 0.7916
C 1.03913 5.15417 -0.13652 0.2988 0.5566 0.5415
O -0.86605 3.80518 -0.56778 -1.1495 0.9470 -0.0493
H -1.53289 5.50703 -2.44796 -0.0124 -0.0507 0.1779
H -0.03231 6.41913 -2.39688 -0.0344 0.1905 -0.2591
H -1.10438 6.57255 -1.05165 -0.2421 -0.3204 0.1985
H 0.57715 4.10369 -1.90575 0.0780 0.4028 -0.6900
H 1.43470 4.32957 0.45648 0.0681 -0.3757 -0.4062
H 0.52284 5.76014 0.60802 0.1119 0.4469 -0.1491
H 1.87682 5.67856 -0.59629 0.0576 0.2602 0.1785
H -0.40884 2.98438 -0.37066 0.5931 -0.5736 -0.0017
C 1.30648 -3.16336 -2.76027 0.2246 0.6810 -0.2287
C 2.70818 -2.90021 -3.35110 -0.7159 -1.0577 -0.5982
C 2.84917 -3.30500 -4.82042 -0.6084 -0.1864 -0.2369
O 3.02466 -1.54097 -3.30827 -0.2164 1.2326 0.7490
H 0.52304 -2.60455 -3.27219 0.1762 0.1495 -0.3032
H 1.26842 -2.80269 -1.73237 0.1194 -0.2174 0.1931
H 0.99385 -4.20606 -2.81612 0.3182 -0.0894 0.0850
H 3.43675 -3.42751 -2.73527 0.0802 -0.3431 0.0909
H 3.88385 -3.40404 -5.14863 0.0449 -0.3696 0.2370
H 2.45186 -2.51459 -5.45721 -0.2255 0.2458 0.1796
H 2.23722 -4.17398 -5.06224 0.3902 -0.3456 0.0325
H 3.85438 -1.44319 -3.78114 0.5402 0.2361 -0.2868
C 5.77912 -2.54037 2.36661 0.1945 0.1767 0.0913
C 4.37973 -2.85098 1.89198 0.3598 -0.3219 0.0910
C 4.16243 -2.46507 0.43265 -0.7359 -0.2130 0.2979
O 4.11170 -4.23206 2.07857 0.6653 0.1455 -0.2749
H 6.50668 -2.67469 1.56616 0.0643 0.0235 -0.0384
H 6.08788 -3.17016 3.20096 -0.2063 -0.0375 0.0384
H 5.79925 -1.50398 2.70364 0.2697 0.1103 -0.0684
H 3.67639 -2.33147 2.54277 -0.2334 0.5052 -0.0214
H 4.16694 -1.38466 0.28844 0.4275 0.0596 -0.1437
H 3.16028 -2.78982 0.15276 -0.1261 0.0165 -0.0563
H 4.84344 -3.01293 -0.21863 0.3000 0.2758 0.0410
H 3.20639 -4.26844 1.76126 -0.6620 -0.6272 0.1899
```
Forces are in eV/Å.

Properties
HOMO energy	-9.39	eV
ΔE to the lowest compared entry with this formula, charge and spin	3.5473	eV
maximum force	3.518	eV/A
E_LUMO	0.29	eV

Atomic partial charges in e from the Mulliken method, atoms 1 to 99: atom 1 (C): -1.170, atom 2 (C): 2.333, atom 3 (C): 0.075, atom 4 (O): 0.972, atom 5 (H): -0.045, atom 6 (H): -0.023, atom 7 (H): 0.534, atom 8 (H): -1.160, atom 9 (H): 0.711, atom 10 (H): -0.364, atom 11 (H): -1.023, atom 12 (H): -0.587, atom 13 (C): 0.289, atom 14 (C): -0.022, atom 15 (C): -0.957, atom 16 (O): -0.607, atom 17 (H): -0.625, atom 18 (H): 0.140, atom 19 (H): 0.394, atom 20 (H): 0.379, atom 21 (H): 0.049, atom 22 (H): 0.376, atom 23 (H): 0.341, atom 24 (H): 0.391, atom 25 (C): -0.515, atom 26 (C): 0.156, atom 27 (C): -1.385, atom 28 (O): -0.305, atom 29 (H): 0.556, atom 30 (H): -0.133, atom 31 (H): -0.139, atom 32 (H): 0.480, atom 33 (H): 0.483, atom 34 (H): 0.134, atom 35 (H): 0.426, atom 36 (H): 0.151, atom 37 (C): -1.628, atom 38 (C): 0.631, atom 39 (C): -0.670, atom 40 (O): -0.540, atom 41 (H): 0.438, atom 42 (H): 0.340, atom 43 (H): 0.353, atom 44 (H): 0.224, atom 45 (H): -0.227, atom 46 (H): 0.266, atom 47 (H): 0.575, atom 48 (H): 0.326, atom 49 (C): -0.578, atom 50 (C): 0.571, atom 51 (C): -1.553, atom 52 (O): -0.557, atom 53 (H): 0.363, atom 54 (H): 0.277, atom 55 (H): -0.193, atom 56 (H): 0.283, atom 57 (H): 0.383, atom 58 (H): 0.340, atom 59 (H): 0.372, atom 60 (H): 0.330, atom 61 (C): -0.185, atom 62 (C): 0.224, atom 63 (C): -1.078, atom 64 (O): -0.570, atom 65 (H): -0.193, atom 66 (H): 0.492, atom 67 (H): 0.145, atom 68 (H): 0.216, atom 69 (H): 0.077, atom 70 (H): 0.167, atom 71 (H): 0.468, atom 72 (H): 0.298, atom 73 (C): -1.112, atom 74 (C): 0.142, atom 75 (C): -0.426, atom 76 (O): -0.574, atom 77 (H): 0.348, atom 78 (H): 0.178, atom 79 (H): 0.314, atom 80 (H): 0.374, atom 81 (H): 0.263, atom 82 (H): 0.273, atom 83 (H): -0.055, atom 84 (H): 0.336, atom 85 (C): -1.175, atom 86 (C): 1.122, atom 87 (C): -1.683, atom 88 (O): 0.398, atom 89 (H): 0.306, atom 90 (H): -0.049, atom 91 (H): 0.597, atom 92 (H): 0.076, atom 93 (H): 0.296, atom 94 (H): 0.342, atom 95 (H): 0.097, atom 96 (H): -0.570, atom 97 (C): -1.391, atom 98 (C): 2.026, atom 99 (C): -1.671